# C11H15BFIN3O4

The ion C11H15BFIN3O4 with charge +1 (ωB97M-V with the def2-TZVPD basis set, OMol25).

CARTESIAN COORDINATES (ANGSTROEM)
1 I -2.68217 -4.44147 -1.25558
2 F 2.58078 3.67494 -1.39209
3 O -1.25961 -3.02138 1.13137
4 O 4.55922 2.48121 -0.69501
5 O -4.67561 -0.18784 -1.86613
6 O -4.03780 2.24881 -1.26013
7 N 1.86745 -0.47099 -0.77586
8 N -1.67675 1.77186 1.41075
9 N -1.84781 0.67310 0.62686
10 C 3.27779 2.80279 -0.37534
11 C -1.56188 -2.85580 -0.15842
12 C 0.74663 0.28367 -0.06776
13 C 2.56124 2.30652 1.03190
14 C 2.07623 -1.71264 0.11308
15 C -0.29270 2.30357 1.55849
16 C -0.86019 -0.17867 -0.12892
17 C 3.62998 -2.23626 0.15166
18 C -1.18703 -1.49486 -1.04954
19 C -3.31597 0.20544 0.47933
20 C 1.07004 1.65514 0.83502
21 B -4.01248 0.78080 -0.92522
22 H 3.60232 -3.37953 0.49407
23 H 3.29224 1.62077 1.67492
24 H 2.74454 0.09569 -0.83630
25 H 1.28496 -2.56300 -0.14374
26 H 4.20877 -1.67132 1.02285
27 H -3.44072 -0.94877 0.62399
28 H 4.18059 -2.18833 -0.88279
29 H -4.18718 -1.07774 -1.78431
30 H -4.58541 2.66370 -0.50342
31 H -3.94589 0.71283 1.35723
32 H -2.01560 -1.26514 -1.87737
33 H 2.42190 3.29406 1.68728
34 H -0.22266 -1.81099 -1.67839
35 H 1.82649 -1.33604 1.21717
36 H -0.12369 3.26590 2.24035

As for the spin multiplicity: 1. The net charge is +1. Its SMILES is CCNc1c(CC(=O)F)cn[n+](CB(O)O)c1CC(=O)I.

---

# C11H15Br3NO7V

A structure of composition C11H15Br3NO7V (ωB97M-V with the def2-TZVPD basis set, OMol25).

CARTESIAN COORDINATES (ANGSTROEM)
1 Br 1.85639 1.63680 2.21620
2 Br -0.63738 2.89551 3.75229
3 Br 0.66529 0.09093 4.98445
4 V 1.41075 -1.08108 0.11938
5 O 1.11475 -2.43767 -1.63053
6 O 6.32054 -0.90699 -1.82011
7 O -3.92999 2.74267 -2.09173
8 O -3.87065 3.61005 -0.12762
9 O 3.70049 -1.28769 0.16632
10 O 0.63556 0.23036 -0.06705
11 O 0.85821 -1.78912 1.43210
12 N -3.80928 2.66852 -0.86345
13 C -2.22817 0.05629 1.29651
14 C -3.93355 0.18050 -0.86754
15 C -0.20140 -2.44459 -2.12938
16 C -2.53110 1.28111 0.70708
17 C -3.48918 1.33619 -0.33055
18 C 5.67902 0.08707 -0.94448
19 C -3.59234 -1.00644 -0.30382
20 C -0.72054 -1.06497 -2.44621
21 C -2.74804 -1.10134 0.80084
22 C 4.72429 -0.28245 0.24491
23 C 0.97558 1.77826 4.01285
24 H 5.34067 -0.55259 1.10235
25 H -0.25411 -0.25080 -3.00088
26 H 5.01936 0.56540 -1.66846
27 H -4.59818 0.17409 -1.71879
28 H -2.18619 2.25349 1.02632
29 H -1.77382 -1.16284 -2.70912
30 H -3.93655 -1.95232 -0.69527
31 H -0.23415 -3.09124 -3.00623
32 H -0.90907 -0.47188 -1.55134
33 H 4.27551 0.67709 0.50182
34 H 6.30191 0.97859 -0.87163
35 H -1.44770 0.10463 2.04144
36 H 1.65280 2.37980 4.61916
37 H -2.54188 -2.06696 1.23842
38 H -0.95787 -2.77621 -1.41813

As for the spin multiplicity: 1. The value obtained for the energy above the lowest of the compared OMol25 structures with the same formula, charge and spin is 26.2 kJ/mol. The net charge is -2.

---

| no. | LUMO level (eV) |
| --- | --- |
| 1 | -5.471 |
| 2 | 3.513 |